77
Properties=species:S:1:pos:R:3:mulliken_spin:R:1 method="wB97M-V/def2-TZVPD" multiplicity=2 total_charge=-2 s_squared=0.762 homo_lumo_gap_ev="5.410 / 5.549"
Ag 0.32 -0.61 -2.62 0.153
I -0.93 1.43 -4.52 0.001
C 0.82 1.22 -5.67 0.012
C 0.97 2.14 -6.67 0.001
C 2.11 2.08 -7.50 -0.001
C 3.04 1.10 -7.32 0.001
C 2.88 0.13 -6.30 -0.002
C 3.85 -0.89 -6.14 0.008
C 3.69 -1.83 -5.16 -0.002
C 2.57 -1.78 -4.29 0.005
C 1.61 -0.80 -4.37 0.158
C 1.76 0.17 -5.41 -0.055
H 0.23 2.91 -6.81 0.000
H 2.24 2.82 -8.29 0.000
H 3.92 1.05 -7.95 0.000
H 4.71 -0.91 -6.80 0.000
H 4.43 -2.62 -5.05 -0.003
H 2.49 -2.54 -3.52 0.007
C 3.30 2.06 -0.55 0.043
C 2.50 1.32 -1.64 -0.012
O 2.85 1.52 -2.81 0.006
N 1.50 0.54 -1.20 0.599
Te 0.23 1.34 0.67 0.060
C -0.14 -0.60 1.48 -0.017
C -1.43 -0.93 1.91 -0.006
C -2.64 -0.05 1.68 0.001
C -1.64 -2.13 2.59 0.001
C -0.62 -3.04 2.81 0.001
C -0.87 -4.33 3.54 0.000
C 0.64 -2.72 2.33 -0.003
C 0.91 -1.52 1.68 0.011
C 2.33 -1.27 1.25 0.010
C -0.78 2.15 2.56 0.038
C -1.91 2.99 2.48 -0.002
C -2.58 3.32 1.16 0.003
C -2.48 3.54 3.63 0.002
C -1.96 3.30 4.89 0.001
C -2.59 3.88 6.13 0.000
C -0.82 2.50 4.98 0.000
C -0.23 1.93 3.85 -0.012
C 1.00 1.09 4.06 0.012
H 4.24 2.38 -1.00 0.003
H 3.49 1.44 0.32 -0.008
H 2.75 2.94 -0.22 -0.001
H -2.54 0.55 0.78 -0.001
H -2.80 0.63 2.53 -0.001
H -3.54 -0.67 1.56 0.000
H -2.64 -2.36 2.94 0.000
H -1.92 -4.44 3.80 0.000
H -0.29 -4.38 4.46 0.000
H -0.58 -5.19 2.92 0.000
H 1.46 -3.43 2.47 0.000
H 2.98 -2.08 1.56 0.000
H 2.70 -0.33 1.69 -0.001
H 2.39 -1.15 0.17 -0.003
H -2.06 2.88 0.31 -0.004
H -2.61 4.41 1.01 0.000
H -3.61 2.96 1.15 0.000
H -3.36 4.16 3.53 0.000
H -3.48 4.46 5.87 0.000
H -1.90 4.53 6.66 0.000
H -2.90 3.09 6.82 0.000
H -0.38 2.31 5.95 -0.001
H 1.42 1.24 5.06 0.001
H 1.76 1.32 3.32 0.000
H 0.78 0.02 3.95 -0.002
O -3.74 -0.97 -1.51 0.001
C -2.87 -1.82 -1.34 0.002
C -3.18 -3.17 -0.67 0.000
C -1.83 -3.89 -0.65 -0.001
C -0.92 -2.92 -1.40 -0.010
O 0.25 -3.17 -1.68 0.001
N -1.56 -1.75 -1.72 0.002
H -3.94 -3.68 -1.26 0.000
H -3.59 -2.99 0.33 0.000
H -1.82 -4.85 -1.16 0.000
H -1.43 -4.02 0.35 0.000

=====

76
Properties=species:S:1:pos:R:3:mulliken_charge:R:1 method="wB97M-V/def2-TZVPD" homo_lumo_gap_ev=4.304
C 3.01 -3.03 2.71 -1.595
C 2.56 -1.90 3.62 2.702
C 3.32 -1.98 4.92 -2.156
C 2.85 -0.53 2.95 -1.420
O 1.99 -0.33 1.82 -0.479
B 0.58 -0.53 1.98 1.517
C -0.07 0.75 2.73 0.285
C 0.56 1.98 2.64 -0.377
C 0.09 3.07 3.37 -1.293
C -1.02 2.90 4.19 0.403
C -1.46 4.07 5.03 0.734
F -2.54 3.77 5.82 -0.296
F -0.46 4.50 5.87 -0.265
F -1.82 5.15 4.26 -0.272
C -1.69 1.69 4.25 -0.820
C -1.19 0.60 3.53 -1.002
C -0.16 -0.66 0.35 0.436
C 0.49 -1.89 -0.22 -2.203
C 0.11 0.61 -0.36 1.335
C -0.88 1.60 -0.45 0.043
C -0.72 2.70 -1.29 -1.463
C 0.51 2.89 -1.95 -0.637
C 1.57 2.02 -1.70 -1.145
C 1.37 0.87 -0.93 -0.321
O 0.26 -1.73 2.71 -0.651
C 1.03 -2.02 3.88 -1.339
H 2.46 -3.00 1.75 0.077
H 4.08 -2.94 2.51 0.409
H 2.81 -3.99 3.20 0.441
H 3.02 -1.18 5.60 0.439
H 3.14 -2.94 5.42 0.411
H 4.40 -1.89 4.75 0.400
H 2.71 0.29 3.68 0.224
H 3.88 -0.49 2.57 0.485
H 1.43 2.12 2.00 0.474
H 0.58 4.03 3.30 0.364
H -2.58 1.57 4.86 0.443
H -1.70 -0.36 3.61 0.420
H -1.23 -0.81 0.56 0.336
H 0.16 -2.77 0.34 0.478
H 0.21 -2.03 -1.26 0.171
H 1.58 -1.82 -0.19 0.272
H -1.80 1.47 0.13 0.963
H -1.55 3.39 -1.45 0.614
H 0.64 3.74 -2.62 0.468
H 2.56 2.22 -2.11 0.384
H 2.18 0.16 -0.75 0.312
H 0.76 -3.05 4.18 0.398
H 0.74 -1.33 4.71 0.308
C -3.68 0.92 -2.02 -1.724
C -2.77 -0.22 -2.03 0.731
N -1.98 -0.47 -3.06 0.496
C -1.27 -1.68 -3.23 -0.011
C -1.48 -2.88 -2.56 -0.336
C -0.69 -3.98 -2.95 -0.470
C 0.22 -3.86 -4.02 -0.862
C 0.38 -2.66 -4.71 -0.182
C -0.38 -1.56 -4.32 0.713
C -0.55 -0.23 -4.86 -0.001
C -1.53 0.43 -4.08 0.694
C -1.95 1.71 -4.41 -0.446
C -1.36 2.34 -5.52 -0.890
C -0.39 1.68 -6.29 -0.708
C 0.03 0.39 -5.96 -0.394
H -4.40 0.74 -1.20 0.420
H -3.15 1.85 -1.78 0.270
H -4.25 1.07 -2.95 0.489
H -2.88 -1.02 -1.30 0.180
H -2.17 -2.91 -1.72 0.252
H -0.79 -4.92 -2.41 0.437
H 0.79 -4.74 -4.31 0.377
H 1.06 -2.55 -5.56 0.437
H -2.70 2.22 -3.81 0.264
H -1.67 3.35 -5.78 0.422
H 0.04 2.19 -7.15 0.402
H 0.78 -0.16 -6.54 0.430

=====

78
Properties=species:S:1:pos:R:3:mulliken_spin:R:1 method="wB97M-V/def2-TZVPD" multiplicity=2 de_lowest_kcal_mol=19.3 total_charge=-2 s_squared=0.771 homo_lumo_gap_ev="4.143 / 4.498"
Ru -1.87 -0.44 -0.34 -0.001
C 7.33 -1.10 -3.44 0.000
C 7.66 -1.43 -2.00 0.000
O 7.99 -2.52 -1.63 0.000
S 7.51 -0.01 -0.84 0.000
C 5.74 -0.12 -0.67 0.000
C 4.93 0.89 -1.18 -0.001
C 3.55 0.82 -1.06 -0.001
C 2.93 -0.27 -0.42 -0.005
C 3.77 -1.28 0.09 -0.001
C 5.15 -1.20 -0.02 -0.001
C 1.52 -0.32 -0.33 -0.006
C 0.29 -0.37 -0.32 0.023
H 7.48 -1.98 -4.06 0.000
H 7.94 -0.26 -3.77 0.000
H 6.29 -0.78 -3.48 0.000
H 5.39 1.74 -1.68 0.000
H 2.92 1.61 -1.45 -0.002
H 3.31 -2.13 0.59 0.000
H 5.77 -1.99 0.38 0.000
C -3.84 2.79 4.36 0.005
O -2.86 3.49 3.63 0.001
C -1.69 2.80 3.34 0.068
C -1.09 1.93 4.22 -0.041
C 0.10 1.29 3.88 0.084
C 0.68 1.57 2.65 -0.048
C 0.10 2.47 1.77 0.076
C -1.11 3.10 2.09 -0.045
N -1.78 4.03 1.31 0.106
C -1.56 4.46 0.01 0.697
C -0.72 3.83 -0.99 -0.155
C 0.12 4.63 -1.76 0.126
C 0.92 4.11 -2.78 -0.057
C 0.84 2.74 -3.02 0.070
C 0.00 1.92 -2.29 0.003
C -0.81 2.42 -1.24 0.002
O -1.61 1.72 -0.54 0.049
H -4.77 3.34 4.24 0.000
H -3.59 2.74 5.43 0.001
H -3.96 1.78 3.97 -0.001
H -1.56 1.73 5.18 -0.001
H 0.56 0.58 4.56 0.007
H 1.59 1.07 2.35 0.000
H 0.56 2.66 0.81 0.005
H -2.59 4.41 1.77 -0.017
H -2.18 5.32 -0.26 0.049
H 0.16 5.69 -1.55 0.007
H 1.57 4.75 -3.36 0.004
H 1.45 2.29 -3.81 0.007
H -0.04 0.86 -2.49 -0.009
C -2.63 -1.16 -2.70 -0.001
C -2.53 -2.65 -2.45 0.004
C -2.85 -3.56 -3.44 -0.001
C -2.78 -4.93 -3.25 0.003
C -2.35 -5.39 -2.00 0.000
C -2.01 -4.52 -0.98 0.001
C -1.54 -5.03 0.35 0.000
C -2.07 -3.09 -1.16 -0.001
N -1.72 -2.28 -0.12 0.004
H -2.93 -0.91 -3.72 0.000
H -1.64 -0.69 -2.51 -0.001
H -3.38 -0.70 -2.03 0.000
H -3.17 -3.17 -4.40 0.000
H -3.04 -5.63 -4.04 0.000
H -2.28 -6.46 -1.81 0.000
H -1.53 -6.13 0.35 0.000
H -2.18 -4.68 1.16 0.000
H -0.54 -4.66 0.58 0.000
C -2.71 -1.23 3.84 0.006
C -3.00 -0.91 2.39 0.000
O -1.80 -0.45 1.76 0.000
H -3.63 -1.56 4.33 0.000
H -2.32 -0.36 4.37 -0.002
H -1.98 -2.04 3.92 -0.001
H -3.73 -0.11 2.24 -0.001
H -3.36 -1.78 1.84 0.000
H -1.15 -1.17 1.83 0.002
O -3.63 -0.14 -0.20 -0.010

=====

Copy entry 2 word for word.
76
Properties=species:S:1:pos:R:3:mulliken_charge:R:1 method="wB97M-V/def2-TZVPD" homo_lumo_gap_ev=4.304
C 3.01 -3.03 2.71 -1.595
C 2.56 -1.90 3.62 2.702
C 3.32 -1.98 4.92 -2.156
C 2.85 -0.53 2.95 -1.420
O 1.99 -0.33 1.82 -0.479
B 0.58 -0.53 1.98 1.517
C -0.07 0.75 2.73 0.285
C 0.56 1.98 2.64 -0.377
C 0.09 3.07 3.37 -1.293
C -1.02 2.90 4.19 0.403
C -1.46 4.07 5.03 0.734
F -2.54 3.77 5.82 -0.296
F -0.46 4.50 5.87 -0.265
F -1.82 5.15 4.26 -0.272
C -1.69 1.69 4.25 -0.820
C -1.19 0.60 3.53 -1.002
C -0.16 -0.66 0.35 0.436
C 0.49 -1.89 -0.22 -2.203
C 0.11 0.61 -0.36 1.335
C -0.88 1.60 -0.45 0.043
C -0.72 2.70 -1.29 -1.463
C 0.51 2.89 -1.95 -0.637
C 1.57 2.02 -1.70 -1.145
C 1.37 0.87 -0.93 -0.321
O 0.26 -1.73 2.71 -0.651
C 1.03 -2.02 3.88 -1.339
H 2.46 -3.00 1.75 0.077
H 4.08 -2.94 2.51 0.409
H 2.81 -3.99 3.20 0.441
H 3.02 -1.18 5.60 0.439
H 3.14 -2.94 5.42 0.411
H 4.40 -1.89 4.75 0.400
H 2.71 0.29 3.68 0.224
H 3.88 -0.49 2.57 0.485
H 1.43 2.12 2.00 0.474
H 0.58 4.03 3.30 0.364
H -2.58 1.57 4.86 0.443
H -1.70 -0.36 3.61 0.420
H -1.23 -0.81 0.56 0.336
H 0.16 -2.77 0.34 0.478
H 0.21 -2.03 -1.26 0.171
H 1.58 -1.82 -0.19 0.272
H -1.80 1.47 0.13 0.963
H -1.55 3.39 -1.45 0.614
H 0.64 3.74 -2.62 0.468
H 2.56 2.22 -2.11 0.384
H 2.18 0.16 -0.75 0.312
H 0.76 -3.05 4.18 0.398
H 0.74 -1.33 4.71 0.308
C -3.68 0.92 -2.02 -1.724
C -2.77 -0.22 -2.03 0.731
N -1.98 -0.47 -3.06 0.496
C -1.27 -1.68 -3.23 -0.011
C -1.48 -2.88 -2.56 -0.336
C -0.69 -3.98 -2.95 -0.470
C 0.22 -3.86 -4.02 -0.862
C 0.38 -2.66 -4.71 -0.182
C -0.38 -1.56 -4.32 0.713
C -0.55 -0.23 -4.86 -0.001
C -1.53 0.43 -4.08 0.694
C -1.95 1.71 -4.41 -0.446
C -1.36 2.34 -5.52 -0.890
C -0.39 1.68 -6.29 -0.708
C 0.03 0.39 -5.96 -0.394
H -4.40 0.74 -1.20 0.420
H -3.15 1.85 -1.78 0.270
H -4.25 1.07 -2.95 0.489
H -2.88 -1.02 -1.30 0.180
H -2.17 -2.91 -1.72 0.252
H -0.79 -4.92 -2.41 0.437
H 0.79 -4.74 -4.31 0.377
H 1.06 -2.55 -5.56 0.437
H -2.70 2.22 -3.81 0.264
H -1.67 3.35 -5.78 0.422
H 0.04 2.19 -7.15 0.402
H 0.78 -0.16 -6.54 0.430